Record 1
The following is a DFT calculation (ωB97M-V with the def2-TZVPD basis set) of 11 unconnected molecules or ions with the total composition C3H26O11 at a distorted geometry.

Cartesian coordinates (Å):
C 2.77 -0.86 1.61
C 1.96 -0.95 2.88
C 1.02 0.24 2.97
O 0.96 1.08 2.09
H 3.67 -1.46 1.54
H 2.92 0.19 1.34
H 2.13 -1.08 0.76
H 1.22 -1.76 2.88
H 2.54 -0.95 3.81
H 0.27 0.25 3.77
O -1.02 -2.26 2.42
H -1.68 -1.57 2.53
H -1.40 -2.98 2.94
O -2.03 1.26 -3.03
H -1.35 1.20 -2.36
H -2.51 2.09 -2.92
O 0.65 -0.66 -3.09
H 0.40 -1.41 -2.55
H 0.27 -0.87 -3.95
O -0.43 -2.42 -0.48
H -0.59 -2.25 0.46
H -1.29 -2.47 -0.91
O 3.64 -0.39 -1.77
H 3.78 -0.90 -2.58
H 4.41 0.18 -1.78
O -1.81 0.04 1.93
H -2.40 0.75 1.59
H -0.97 0.28 1.52
O 1.30 1.94 -1.22
H 2.22 2.23 -1.32
H 1.44 1.20 -1.82
O -2.58 -2.19 -3.12
H -3.37 -2.00 -2.59
H -2.20 -1.30 -3.12
O -2.85 1.89 0.35
H -3.71 2.20 0.65
H -2.34 2.71 0.49
O -0.45 3.28 0.40
H 0.22 3.27 -0.30
H 0.01 2.66 0.99

Its HOMO-LUMO gap is 0.3778 Eh. Its multiplicity is 1. The relative energy (zero: lowest compared OMol25 entry of this formula, charge and spin) comes out at 1.816 eV. As for the structure (SMILES): CCC=O.O.O.O.O.O.O.O.O.O.O. The calculation puts the largest force on an atom at 1.64 eV Å⁻¹. Its total energy is -957.52819 Eh.

Record 2
The following is a DFT calculation (ωB97M-V with the def2-TZVPD basis set) of 10 unconnected molecules or ions with the total composition C3H27NO10 at a distorted geometry.

Cartesian coordinates (Å):
C 0.67 0.92 1.99
C -0.44 -0.10 1.75
C -1.51 0.35 0.75
O -1.59 -0.66 -0.28
N 1.96 0.27 2.10
H 0.48 1.50 2.92
H 0.76 1.66 1.17
H -0.88 -0.44 2.69
H 0.02 -1.00 1.34
H -1.32 1.32 0.29
H -2.50 0.40 1.22
H -2.28 -0.32 -0.93
H 1.90 -0.74 2.36
H 2.60 0.74 2.75
H 0.48 1.82 -2.54
H 1.42 2.85 -1.87
O 0.56 2.79 -2.35
H -0.20 -1.91 -0.63
H -0.12 -3.33 -0.06
O 0.41 -2.69 -0.56
H 2.64 -0.67 -0.06
H 1.97 -1.80 -0.87
O 2.57 -1.02 -0.94
H 3.36 1.71 -1.75
H 3.05 1.98 -0.27
O 3.04 2.38 -1.12
H 1.14 -0.30 -1.93
H -0.40 -0.21 -1.64
O 0.28 0.04 -2.31
H -1.08 2.86 -1.86
H -2.20 3.69 -1.12
O -2.03 2.89 -1.56
H 1.63 -3.13 1.52
H 0.31 -2.93 2.28
O 1.27 -2.76 2.34
H -3.36 0.34 -2.74
H -2.99 1.40 -1.68
O -3.36 0.49 -1.78
H -2.59 -3.37 1.38
H -1.93 -2.10 0.76
O -1.74 -2.94 1.23

The net charge is +1. Its HOMO-LUMO gap (spin up / spin down) is 0.3723 / 0.1700 Eh. Its multiplicity is 2. The expectation value of S² is 0.75. The relative energy (zero: lowest compared OMol25 entry of this formula, charge and spin) comes out at 0.756 eV. The calculation puts the largest force on an atom at 3.20 eV Å⁻¹. Its total energy is -937.34983 Eh.

Record 3
The following is a DFT calculation (ωB97M-V with the def2-TZVPD basis set) of 11 unconnected molecules or ions with the total composition C3H27NO11S at a distorted geometry.

Cartesian coordinates (Å):
N 0.61 -0.23 -0.24
C -0.22 -1.12 -1.10
C -1.38 -1.80 -0.35
O -1.24 -2.18 0.79
C 0.70 -2.21 -1.68
S -0.24 -3.44 -2.64
H 1.01 -0.71 0.62
H 0.04 0.51 0.02
H -0.63 -0.48 -1.94
H -2.37 -1.91 -0.88
H 1.43 -1.74 -2.41
H 1.31 -2.74 -0.87
H -0.16 -4.48 -1.82
O -0.80 -0.25 3.40
H -0.98 -0.30 4.34
H -0.85 -1.15 3.03
O 0.87 2.85 -2.76
H 1.56 2.36 -2.29
H 0.98 2.54 -3.68
O 2.25 2.27 1.11
H 2.24 1.48 1.62
H 1.33 2.60 1.11
O -1.34 2.89 -1.27
H -0.66 2.84 -1.84
H -1.75 2.00 -1.14
O -2.23 1.46 1.90
H -1.53 2.16 1.67
H -1.78 0.86 2.50
O 2.66 1.45 -1.40
H 2.17 0.69 -1.22
H 2.66 1.82 -0.50
O 1.75 0.13 2.65
H 1.88 -0.86 2.51
H 0.86 0.23 2.96
O 1.11 -2.41 2.07
H 1.57 -3.21 1.84
H 0.24 -2.43 1.57
O -2.36 0.51 -0.53
H -3.29 0.57 -0.82
H -2.33 0.81 0.35
O -0.30 3.12 1.08
H -0.68 3.12 0.18
H -0.24 4.04 1.40

Its HOMO-LUMO gap is 0.3574 Eh. Its multiplicity is 1. The relative energy (zero: lowest compared OMol25 entry of this formula, charge and spin) comes out at 2.123 eV. As for the structure (SMILES): N[C@H](C=O)CS.O.O.O.O.O.O.O.O.O.O. The calculation puts the largest force on an atom at 6.13 eV Å⁻¹. Its total energy is -1411.10701 Eh.

Record 4
The following is a DFT calculation (ωB97M-V with the def2-TZVPD basis set) of a molecular structure, C3H2BeFO3 at a distorted geometry.

Cartesian coordinates (Å):
C -0.60 0.72 0.37
C -0.83 -0.75 0.25
O 0.33 -1.19 -0.26
C 1.33 -0.30 0.05
O 0.72 0.82 0.57
O 2.49 -0.48 -0.07
Be 3.55 0.22 0.23
F -1.08 1.70 -0.29
H -1.20 -1.41 1.06
H -1.92 0.04 0.54

The net charge is +2. Its HOMO-LUMO gap (spin up / spin down) is 0.1670 / 0.1656 Eh. Its multiplicity is 2. The expectation value of S² is 0.77. The calculation puts the largest force on an atom at 14.58 eV Å⁻¹. Its total energy is -454.78759 Eh.

Record 5
The following is a DFT calculation (ωB97M-V with the def2-TZVPD basis set) of 2 unconnected molecules or ions with the total composition C3H2Br2 at a distorted geometry.

Cartesian coordinates (Å):
C -0.97 0.21 -0.05
C -0.03 -0.36 -0.80
C 0.28 -0.15 0.59
Br 0.63 -0.72 -2.57
Br 1.53 1.28 1.11
H -1.82 0.85 0.04
H 0.38 -1.11 1.68

Its HOMO-LUMO gap is 0.3684 Eh. Its multiplicity is 1. The relative energy (zero: lowest compared OMol25 entry of this formula, charge and spin) comes out at 0.780 eV. The calculation puts the largest force on an atom at 4.95 eV Å⁻¹. Its total energy is -5263.39955 Eh.

Record 6
The following is a DFT calculation (ωB97M-V with the def2-TZVPD basis set) of a molecular structure, C3H2Br2Cl2 at a distorted geometry.

Cartesian coordinates (Å):
C 0.26 -0.13 0.67
C 1.43 -0.03 0.05
C -1.16 0.03 -0.37
Cl 2.93 0.16 0.89
Cl 1.63 -0.14 -1.65
Br -1.99 1.71 -0.06
Br -2.30 -1.45 0.17
H 0.07 -0.03 1.71
H -0.88 -0.11 -1.41

Its HOMO-LUMO gap is 0.3793 Eh. Its multiplicity is 1. The relative energy (zero: lowest compared OMol25 entry of this formula, charge and spin) comes out at 0.046 eV. The calculation puts the largest force on an atom at 4.69 eV Å⁻¹. Its total energy is -6183.87380 Eh.